A structure of composition C22H38N6O3S4Tl, computed with the ωB97M-V functional and the def2-TZVPD basis.

As for the total charge: +3. The frontier orbital gap comes out at 6.924 eV. Its LUMO energy is -9.015 eV. For the total energy, the calculation gives -86524.9887 eV. The calculation puts the molar mass at 767.2 Da.

Positions of all 74 atoms, in Å:
Tl  0.39  0.07  -0.14
C  -2.17  -4.74  -1.71
N  -2.08  -3.28  -1.78
C  -2.82  -2.68  -2.89
C  -1.37  -2.53  -0.96
O  -1.29  -1.29  -1.08
C  -0.63  -3.21  0.20
O  -0.10  -2.26  1.11
C  -0.82  -2.06  2.31
C  -1.50  -0.69  2.34
O  -1.28  0.15  1.43
N  -2.30  -0.45  3.35
C  -3.01  0.83  3.47
C  -2.55  -1.44  4.41
H  -3.21  -5.04  -1.70
H  -1.69  -5.18  -2.59
H  -1.69  -5.14  -0.83
H  -3.87  -2.97  -2.81
H  -2.73  -1.60  -2.85
H  -2.44  -3.06  -3.83
H  -1.30  -3.89  0.73
H  0.20  -3.80  -0.19
H  -1.56  -2.85  2.46
H  -0.11  -2.10  3.13
H  -2.92  1.39  2.55
H  -4.07  0.63  3.66
H  -2.61  1.41  4.30
H  -1.62  -1.83  4.81
H  -3.08  -0.94  5.22
H  -3.18  -2.25  4.05
C  0.05  1.14  -4.84
C  -0.08  0.94  -3.36
N  0.72  0.24  -2.64
N  1.77  -0.41  -3.20
C  2.56  -1.19  -2.44
N  3.56  -1.81  -3.04
S  2.36  -1.42  -0.76
C  -1.20  1.58  -2.60
C  -2.26  2.17  -3.25
C  -3.25  2.80  -2.50
C  -3.13  2.83  -1.13
C  -2.04  2.20  -0.54
N  -1.10  1.58  -1.26
H  1.09  1.17  -5.16
H  -0.46  0.33  -5.38
H  -0.40  2.08  -5.15
H  1.94  -0.34  -4.20
H  3.77  -1.70  -4.02
H  4.19  -2.38  -2.50
H  -2.33  2.15  -4.33
H  -4.09  3.27  -2.99
H  -3.86  3.33  -0.51
H  -1.92  2.19  0.53
C  4.09  2.94  0.80
C  2.87  3.54  0.10
S  1.24  2.77  0.35
C  0.98  2.87  2.13
C  1.72  1.89  3.05
S  1.65  0.15  2.53
C  3.37  -0.41  2.72
C  4.48  0.50  2.20
S  4.22  1.15  0.53
H  4.06  3.15  1.87
H  4.98  3.42  0.41
H  3.00  3.54  -0.98
H  2.74  4.58  0.41
H  -0.10  2.75  2.26
H  1.22  3.89  2.44
H  1.28  1.95  4.04
H  2.77  2.16  3.15
H  3.38  -1.38  2.21
H  3.52  -0.61  3.78
H  5.41  -0.08  2.20
H  4.65  1.33  2.88